Record 1
DFT (ωB97M-V/def2-TZVPD) results for a molecular structure, C37H35N2P2ReSi.

ORCA input file:
```
! RIJCOSX wB97M-V def2-TZVPD def2/J DEFGRID3
* xyz 3 2
Re 0.83807 0.35656 0.83529
C 2.57629 1.45732 -2.20105
Si 1.44229 0.09956 -1.61668
C 2.09638 -1.61919 -1.97361
C 2.83186 -2.02133 -3.08566
C 3.06627 -3.37194 -3.31120
C 2.56907 -4.34076 -2.44251
C 1.84177 -3.96712 -1.32426
C 1.62397 -2.60899 -1.10341
P 0.83706 -1.95307 0.35454
C -0.61331 -2.87733 0.83129
C -0.56595 -3.92570 1.75574
C -1.70065 -4.68877 1.97895
C -2.87200 -4.41301 1.28470
C -2.91536 -3.38207 0.35335
C -1.78800 -2.61433 0.11912
C 1.97392 -1.67245 1.72296
C 1.50417 -1.69114 3.05825
C 2.38080 -1.44479 4.09949
C 3.72123 -1.15307 3.82588
C 4.19112 -1.11034 2.51642
C 3.32736 -1.37451 1.46434
C -0.32205 0.01858 -2.30449
C -0.62184 -0.72727 -3.44722
C -1.93228 -0.84971 -3.89064
C -2.97586 -0.25735 -3.19005
C -2.71047 0.48293 -2.04847
C -1.38988 0.61912 -1.62805
P -0.88958 1.65121 -0.25896
C -2.22066 1.91451 0.91735
C -2.66355 3.19377 1.25160
C -3.66255 3.34801 2.20687
C -4.21058 2.23605 2.82773
C -3.76728 0.95645 2.50130
C -2.77363 0.79307 1.55098
C -0.40993 3.25121 -0.93766
C -1.19710 3.78464 -1.96020
C -0.88899 5.02368 -2.50061
C 0.20572 5.73616 -2.02889
C 1.00212 5.20687 -1.02013
C 0.69472 3.96953 -0.48113
H 2.72129 1.32252 -3.27809
H 3.56119 1.39632 -1.73416
H 2.16989 2.45474 -2.04844
H 3.21776 -1.29268 -3.78875
H 3.63623 -3.67738 -4.17892
H 2.75783 -5.38772 -2.63731
H 1.46067 -4.71905 -0.64382
H 0.34992 -4.16777 2.28122
H -1.66837 -5.50635 2.68615
H -3.75344 -5.01512 1.46102
H -3.82543 -3.18863 -0.19821
H -1.81450 -1.83020 -0.63207
H 0.46916 -1.93836 3.26572
H 2.03789 -1.50762 5.12475
H 4.40707 -0.97694 4.64551
H 5.23453 -0.90138 2.32103
H 3.69533 -1.39224 0.44435
H 0.16629 -1.23282 -3.99307
H -2.14305 -1.42141 -4.78488
H -3.99430 -0.36953 -3.53750
H -3.51858 0.94970 -1.49761
H -2.25207 4.06527 0.75705
H -4.01861 4.33863 2.45579
H -4.99298 2.36127 3.56439
H -4.20933 0.09283 2.98009
H -2.44505 -0.20912 1.28061
H -2.05074 3.23626 -2.34037
H -1.50331 5.43119 -3.29196
H 0.44610 6.70164 -2.45324
H 1.86473 5.75613 -0.66757
H 1.36368 3.55175 0.27025
N 0.48895 2.00480 2.27388
N 1.74546 1.36924 2.42397
H 0.54378 3.00932 2.11023
H -0.15865 1.80272 3.03454
H 1.83661 0.85434 3.30445
H 2.54135 2.00063 2.31966
*
```

Properties
- Lowest unoccupied orbital energy (spin up / spin down): -9.98 / -10.15 eV
- Expectation value of S²: 0.756
- E: -70477.14823 eV
- Energy relative to the best compared isomer or geometry (same formula, charge and spin): 0.0 kJ/mol

=====

Record 2
DFT (ωB97M-V/def2-TZVPD) results for a single C8H14O molecule in a non-equilibrium geometry.

ORCA input file:
```
! RIJCOSX wB97M-V def2-TZVPD def2/J DEFGRID3
* xyz 0 1
C -2.56382 -0.53452 0.06379
C -1.14020 -0.05456 0.27488
C -0.92613 1.42612 -0.06938
O 0.42693 1.97857 -0.09266
C 1.44167 1.13703 -0.71899
C 1.28800 -0.31943 -0.15303
C 1.58063 -0.24757 1.33911
C 1.10193 -1.70288 -0.71781
C -0.03815 -0.68026 -0.59038
H -3.07995 -0.23799 0.99707
H -2.52826 -1.64980 0.04652
H -3.13280 -0.16331 -0.86046
H -0.90019 -0.15867 1.29906
H -1.41197 2.07308 0.64846
H -1.28254 1.52518 -1.11251
H 2.38304 1.64560 -0.52317
H 1.30338 1.23179 -1.77731
H 2.63775 -0.26427 1.53087
H 1.24212 0.70793 1.82398
H 1.18039 -1.03936 1.90848
H 1.18980 -2.49221 0.00942
H 1.45074 -1.89025 -1.68759
H -0.22237 -0.29020 -1.63835
*
```

Properties
- Lowest unoccupied orbital energy: 1.00 eV
- Structure (SMILES): C[C@@H]1COC[C@]2(C)C[C@@H]12
- E: -10567.62468 eV
- Energy relative to the best compared isomer or geometry (same formula, charge and spin): 233.4 kJ/mol

=====

Record 3
DFT (ωB97M-V/def2-TZVPD) results for a single C3H7NO2 molecule in a non-equilibrium geometry.

ORCA input file:
```
! RIJCOSX wB97M-V def2-TZVPD def2/J DEFGRID3
* xyz 0 1
H 0.64810 1.15352 1.94319
N 1.10104 1.57983 1.16225
C 0.94128 1.17076 -0.03582
O 1.67588 1.95166 -0.82121
C 0.11497 0.04058 -0.58682
O -0.53234 -0.57111 0.49405
C -1.34115 -1.65626 0.11025
H 1.91501 2.41380 0.11534
H -0.60452 0.43396 -1.32380
H 0.76906 -0.66609 -1.12368
H -0.75229 -2.44950 -0.37347
H -2.13934 -1.34363 -0.57911
H -1.79570 -2.05754 1.01883
*
```

Properties
- Lowest unoccupied orbital energy: 0.85 eV
- Structure (SMILES): [H]/N=C(/O)COC
- E: -8808.08110 eV
- Energy relative to the best compared isomer or geometry (same formula, charge and spin): 236.2 kJ/mol

=====

Record 4
DFT (ωB97M-V/def2-TZVPD) results for 7 unconnected molecules or ions with the total composition C34H42BN7O2.

ORCA input file:
```
! RIJCOSX wB97M-V def2-TZVPD def2/J DEFGRID3
* xyz 0 1
C 2.39329 -4.68316 -1.10709
O 1.09102 -4.17455 -1.31595
C 0.88126 -2.82850 -0.96176
C -0.51880 -2.64003 -0.42286
N -0.87914 -1.18911 -0.51963
B -1.55559 -3.58257 -1.16344
C -2.26336 -4.70136 -0.31399
O -1.84191 -3.42437 -2.50725
H 3.04926 -3.96747 -0.62562
H 2.33091 -5.56654 -0.48191
H 2.85635 -4.95693 -2.04648
H 1.57531 -2.48128 -0.19890
H 1.02432 -2.18218 -1.82893
H -0.47020 -2.91756 0.62633
H -1.22809 -0.92201 0.39371
H -0.00467 -0.67604 -0.59937
H -3.05449 -4.24819 0.28077
H -1.52108 -5.07998 0.37636
H -2.68059 -5.50222 -0.90838
H -2.69057 -2.97049 -2.64303
C -3.37802 2.96954 2.58547
C -2.18526 2.50254 3.11424
C -1.90128 1.15074 3.00351
N -2.71781 0.26988 2.42571
C -3.86260 0.73408 1.92973
C -4.23562 2.06700 1.97700
H -3.63282 4.02065 2.64121
H -1.48186 3.16592 3.59158
H -0.97302 0.75238 3.39663
H -4.50398 -0.00383 1.46006
H -5.17035 2.38853 1.53851
C 1.63877 4.06254 7.38749
C 2.38215 3.17112 6.63238
C 1.75658 2.51354 5.58480
N 0.47727 2.68816 5.26024
C -0.22227 3.54956 5.99735
C 0.30643 4.25795 7.06461
H 2.09012 4.59619 8.21379
H 3.42508 2.98708 6.84938
H 2.30334 1.80770 4.96909
H -1.26267 3.67183 5.71620
H -0.31138 4.94454 7.62646
C -3.97924 3.99362 -1.65060
C -4.84704 4.18860 -2.71281
C -5.20495 3.09024 -3.47953
N -4.76060 1.85567 -3.25569
C -3.92619 1.68557 -2.23186
C -3.50872 2.71537 -1.40197
H -3.67492 4.82461 -1.02647
H -5.23872 5.16971 -2.94410
H -5.88304 3.19869 -4.31918
H -3.57441 0.67179 -2.07292
H -2.83137 2.51606 -0.58315
C 5.09244 0.95538 -2.47845
C 5.41741 0.47698 -1.21911
C 4.88849 -0.74106 -0.82074
N 4.08551 -1.48103 -1.58192
C 3.78627 -1.00742 -2.78974
C 4.25896 0.19833 -3.28435
H 5.47945 1.90434 -2.82661
H 6.06346 1.03665 -0.55661
H 5.11499 -1.15006 0.15848
H 3.12683 -1.62988 -3.38579
H 3.97584 0.53917 -4.27186
C 1.38634 2.45258 -8.30200
C 0.85632 2.09505 -7.07365
C 1.70780 2.03810 -5.98144
N 3.01073 2.30596 -6.04551
C 3.50407 2.64703 -7.23416
C 2.73962 2.73612 -8.38676
H 0.75521 2.50863 -9.17945
H -0.19375 1.86378 -6.96169
H 1.33303 1.76371 -5.00111
H 4.56770 2.85778 -7.25746
H 3.19489 3.01926 -9.32561
C 0.49175 -3.87609 5.03970
C 0.79028 -5.18025 4.67980
C -0.00204 -5.79709 3.72329
N -1.03885 -5.20789 3.13324
C -1.31265 -3.95510 3.49059
C -0.58195 -3.24626 4.43206
H 1.08703 -3.35861 5.78127
H 1.62024 -5.70913 5.12790
H 0.20065 -6.81486 3.40769
H -2.16048 -3.49876 2.99041
H -0.85036 -2.22832 4.67987
*
```

Properties
- Lowest unoccupied orbital energy: 0.49 eV
- Structure (SMILES): COC[C@@H](N)B(C)O.c1ccncc1.c1ccncc1.c1ccncc1.c1ccncc1.c1ccncc1.c1ccncc1
- E: -51140.38885 eV

=====

Record 5
DFT (ωB97M-V/def2-TZVPD) results for 4 unconnected molecules or ions with the total composition C3H16NO3 in a non-equilibrium geometry.

ORCA input file:
```
! RIJCOSX wB97M-V def2-TZVPD def2/J DEFGRID3
* xyz 1 1
C 0.64358 0.20238 -1.38992
C -0.90494 0.19759 -1.41145
C -1.23094 0.16724 -2.99440
N 1.15009 0.29588 0.00141
H 0.98635 -0.74941 -1.83033
H 0.91773 1.20567 -1.87771
H -1.48081 1.05941 -1.08605
H -1.50894 -0.71835 -1.04051
H -1.93616 -0.67577 -3.19415
H -1.69512 1.12373 -3.26390
H -0.44663 -0.03639 -3.66981
H 1.95540 -0.41917 0.09120
H 1.38870 1.26398 0.23756
H 0.41040 0.10148 0.67541
H -1.31210 0.12826 2.43862
H -0.14838 -0.78355 2.88084
O -0.37035 -0.17057 2.25303
H 4.08825 -1.69225 -0.44269
H 3.12919 -2.12665 0.93344
O 3.25661 -1.66632 0.05952
H -2.86658 1.98365 2.74215
H -3.11631 0.64033 3.04824
O -2.56899 1.11447 2.45275
*
```

Properties
- Lowest unoccupied orbital energy: -2.81 eV
- E: -10996.49773 eV
- Energy relative to the best compared isomer or geometry (same formula, charge and spin): 131.9 kJ/mol

=====

Record 6
DFT (ωB97M-V/def2-TZVPD) results for a single C5H10O molecule.

ORCA input file:
```
! RIJCOSX wB97M-V def2-TZVPD def2/J DEFGRID3
* xyz 0 1
C -1.87449 -0.16265 0.20633
C -0.59937 -0.47314 0.98585
C 0.68220 -0.13078 0.24014
O 1.81276 -0.57155 0.96636
C 1.02661 0.01873 -1.21450
C 0.66918 1.24245 -0.43432
H -1.77273 -0.49915 -0.83390
H -2.08028 0.91185 0.19270
H -2.75275 -0.65885 0.63087
H -0.55187 0.15696 1.88658
H -0.59376 -1.50385 1.36093
H 2.25428 -1.19958 0.37679
H 2.10159 -0.08652 -1.34639
H 0.45209 -0.30727 -2.07125
H -0.32031 1.63518 -0.66450
H 1.38891 2.01426 -0.19123
*
```

Properties
- Lowest unoccupied orbital energy: 1.07 eV
- Structure (SMILES): CCC1(O)CC1
- E: -7393.26836 eV
- Energy relative to the best compared isomer or geometry (same formula, charge and spin): 144.4 kJ/mol

=====

Record 7
DFT (ωB97M-V/def2-TZVPD) results for a molecular structure, C3H3BrNO2P in a non-equilibrium geometry.

ORCA input file:
```
! RIJCOSX wB97M-V def2-TZVPD def2/J DEFGRID3
* xyz 0 1
C -0.35757 1.51704 0.12935
C -1.55801 -0.04776 0.55773
C 0.46304 -0.49949 -0.30020
N 0.70909 0.82381 -0.09385
O -0.70975 -0.92874 0.08242
O -0.66196 2.74640 0.26381
P 1.92517 -1.61797 -0.63687
Br -3.28861 -0.33023 -0.01026
H 0.08365 3.30797 0.49553
H 1.25897 -2.85101 -1.18462
H 2.13598 -2.12002 0.69696
*
```

Properties
- Lowest unoccupied orbital energy (spin up / spin down): -0.24 / -0.24 eV
- E: -88070.72391 eV
- Energy relative to the best compared isomer or geometry (same formula, charge and spin): 326.2 kJ/mol

=====

Record 8
DFT (ωB97M-V/def2-TZVPD) results for a molecular structure, C14H30NO3P2Sr in a non-equilibrium geometry.

ORCA input file:
```
! RIJCOSX wB97M-V def2-TZVPD def2/J DEFGRID3
* xyz 1 1
Sr -0.62399 -1.11006 -0.34482
P -1.72076 -0.12812 2.40496
C -1.63291 1.60312 2.19170
C -0.58305 2.14717 1.39430
N 0.09056 1.43039 0.41436
C 1.20598 1.98986 -0.07593
C 1.69214 3.23556 0.35910
C 0.92107 3.98376 1.25062
C -0.27419 3.46575 1.66100
C 1.99484 1.31272 -1.15571
P 1.19373 0.29896 -2.42443
H -0.85530 3.97259 2.39296
H 2.59499 3.63900 -0.10005
H 1.27864 4.95096 1.55792
H 2.50316 2.07285 -1.74721
H 2.76450 0.66965 -0.72545
H -4.68246 1.36805 -1.78065
H -2.36264 2.24097 2.73846
H -2.16173 -0.68573 -4.33790
O -5.49907 1.48329 -1.30359
H -6.09886 1.97975 -1.86203
H -2.18305 -0.21429 -0.70018
O -1.78468 0.19337 -4.67656
H -0.79932 0.15229 -4.57556
C 0.97413 1.52348 -3.77382
H 1.93496 2.00529 -4.04664
H 0.56049 1.08217 -4.69669
H 0.21525 2.23891 -3.41516
C 2.64036 -0.57754 -3.13803
H 2.30409 -1.30262 -3.89881
H 3.31104 0.16922 -3.60068
H 3.15737 -1.12504 -2.33483
C -0.75485 -0.23237 4.01009
H -1.19657 0.29935 4.86999
H -0.61551 -1.31347 4.24873
H 0.22810 0.25055 3.89310
C -3.42964 -0.39348 2.95996
H -3.59539 -1.46787 3.11282
H -3.68472 0.15482 3.86563
H -4.08149 -0.03856 2.15679
C 2.73083 -3.26834 0.64844
C 1.34917 -3.75312 0.27879
C 0.57016 -4.33655 1.45797
O 0.60488 -2.64988 -0.21115
H 2.66554 -2.49903 1.42816
H 3.22087 -2.82535 -0.22129
H 3.38310 -4.05385 1.04213
H 1.44444 -4.52993 -0.51158
H 0.48926 -3.57706 2.25913
H -0.44976 -4.61342 1.15214
H 1.04625 -5.21818 1.90950
*
```

Properties
- Lowest unoccupied orbital energy (spin up / spin down): -4.53 / -5.69 eV
- E: -42041.44543 eV
- Energy relative to the best compared isomer or geometry (same formula, charge and spin): 531.4 kJ/mol